Here is the molecule C4H4N2 from OMol25. Energies are from wB97M-V/def2-TZVPD.

Computed properties:
Electronic energy = -7190.3530 eV
Relative energy (zero: lowest compared OMol25 entry of this formula, charge and spin) = 225.3 kJ/mol
Charge = 0
HOMO-LUMO gap = 9.84 eV
Structure (SMILES) = N#C[C@@H]1C=C1N

Each line ends with the Mulliken charge.
Cartesian coordinates (Å):
N  1.12  0.04  1.36  -0.404
C  -0.79  -0.36  -0.45  -0.393
C  0.08  0.32  0.55  0.179
C  -0.73  1.10  -0.10  -0.441
C  -0.18  -0.84  -1.69  0.337
N  0.33  -1.22  -2.66  -0.407
H  1.68  0.77  1.76  0.209
H  1.21  -0.89  1.74  0.217
H  -1.62  -0.99  -0.11  0.329
H  -1.10  2.07  -0.39  0.375